Entry 1:
Formula: C26H37N5O3SSi2Sr
Source: the OMol25 dataset
Level of theory: the ωB97M-V functional and the def2-TZVPD basis

Structure (XYZ):
```
75
Properties=species:S:1:pos:R:3:mulliken_charge:R:1
Sr 0.209 0.780 0.691 0.942
N -2.145 3.561 2.609 -0.516
C -1.543 2.856 3.742 -0.625
C -1.393 1.395 3.304 0.213
O -2.469 0.789 3.089 -0.669
N -0.206 0.854 3.079 -0.367
C 1.007 1.756 3.085 -1.292
C 2.404 1.109 2.544 1.050
O 3.286 0.978 3.396 -0.744
O 2.494 0.875 1.301 -0.798
H -2.522 4.459 2.883 0.183
H -2.912 2.993 2.263 0.250
H -2.170 2.854 4.646 0.305
H -0.589 3.318 3.985 0.334
H 1.243 2.117 4.086 0.244
H 0.849 2.649 2.442 0.566
N 3.983 -2.155 0.710 -0.154
C 3.221 -2.207 1.874 0.650
C 3.910 -2.355 3.089 -0.537
C 3.193 -2.352 4.267 -0.428
C 1.812 -2.194 4.222 -0.880
C 1.245 -2.090 2.967 0.161
N 1.901 -2.136 1.810 -0.241
C 3.674 -1.684 -0.566 0.767
C 4.769 -1.432 -1.413 -0.727
C 4.523 -0.995 -2.695 -0.472
C 3.210 -0.810 -3.109 -1.025
C 2.205 -1.078 -2.196 -0.464
N 2.421 -1.520 -0.956 -0.087
H 4.969 -2.089 0.899 0.097
H 4.991 -2.418 3.094 0.296
H 3.716 -2.427 5.213 0.338
H 1.199 -2.094 5.106 0.465
H 0.173 -1.949 2.888 0.120
H 5.781 -1.575 -1.055 0.295
H 5.349 -0.788 -3.365 0.373
H 2.962 -0.446 -4.095 0.555
H 1.161 -0.925 -2.456 0.540
C -1.750 -2.386 -2.202 -1.515
Si -1.623 -0.553 -1.560 0.875
C -3.470 -0.302 -1.016 -1.251
C -1.670 0.442 -3.238 0.247
C -2.461 -0.044 -4.291 -0.255
C -2.546 0.591 -5.519 -0.671
C -1.821 1.759 -5.729 -0.736
C -1.041 2.262 -4.700 -0.235
C -0.947 1.639 -3.445 0.188
Si 0.169 2.484 -2.084 0.456
C 1.794 2.725 -3.122 -1.272
C -0.486 4.313 -2.164 -1.440
H -2.722 -2.617 -2.657 0.400
H -1.603 -3.072 -1.362 0.356
H -0.973 -2.609 -2.941 0.354
H -4.158 -0.520 -1.844 0.430
H -3.664 0.720 -0.678 0.267
H -3.700 -0.965 -0.176 0.174
H -3.033 -0.957 -4.142 0.157
H -3.171 0.182 -6.308 0.354
H -1.865 2.272 -6.686 0.343
H -0.481 3.176 -4.878 0.107
H 1.636 3.395 -3.979 0.415
H 2.165 1.774 -3.505 0.094
H 2.587 3.152 -2.500 0.298
H -0.563 4.699 -3.188 0.377
H 0.203 4.958 -1.608 0.326
H -1.468 4.408 -1.691 0.257
C -4.092 -1.913 3.200 -0.976
S -2.380 -2.163 2.736 0.464
C -2.384 -3.953 2.542 -1.082
H -4.766 -2.137 2.370 0.266
H -4.180 -0.859 3.455 0.243
H -4.366 -2.527 4.062 0.358
H -2.575 -4.475 3.483 0.324
H -1.393 -4.239 2.187 0.286
H -3.111 -4.287 1.799 0.300
```

Summary:
energy above the lowest of the compared OMol25 structures with the same formula, charge and spin: 158.7 kJ/mol
HOMO-LUMO gap: 4.5 eV
charge: -2
multiplicity: 1


Entry 2:
Formula: C26H38BN9O3Re
Source: the OMol25 dataset
Level of theory: the ωB97M-V functional and the def2-TZVPD basis

Structure (XYZ):
```
78
Properties=species:S:1:pos:R:3:mulliken_spin:R:1
Re -0.166 0.125 -0.492 1.808
C 3.310 -1.193 4.350 0.004
C 2.379 0.014 4.402 0.023
C 3.199 1.300 4.271 0.000
C 1.268 0.021 3.327 0.035
C 0.201 1.017 3.695 0.198
C -1.043 0.925 3.212 -0.071
N -1.417 -0.122 2.394 0.481
N -0.662 -1.209 2.386 0.395
B -2.720 -0.034 1.444 -0.127
N -2.630 1.266 0.621 0.032
C -3.465 2.315 0.714 0.028
C -3.213 3.182 -0.320 0.006
C -2.183 2.598 -1.068 0.019
N -1.821 1.447 -0.480 0.046
C -1.639 3.142 -2.361 -0.034
C -1.028 2.093 -3.280 0.056
C -0.671 4.304 -2.114 0.003
N -2.687 -1.246 0.537 -0.094
C -3.555 -2.276 0.480 0.007
C -3.177 -3.107 -0.541 -0.007
C -2.043 -2.514 -1.119 -0.039
N -1.748 -1.393 -0.448 0.154
C -1.277 -3.042 -2.298 0.017
C 0.015 -3.728 -1.844 -0.010
C -1.007 -1.985 -3.367 0.012
H 4.128 -1.048 5.054 0.000
H 3.756 -1.316 3.360 -0.001
H 2.812 -2.120 4.649 -0.001
H 1.876 0.007 5.375 0.006
H 3.711 1.320 3.304 0.000
H 3.958 1.347 5.050 0.000
H 2.595 2.202 4.351 -0.001
H 0.453 1.843 4.343 -0.006
H -1.815 1.659 3.391 0.010
H -3.691 -0.008 2.138 0.019
H -4.208 2.349 1.494 0.001
H -3.735 4.093 -0.553 0.001
H -2.521 3.551 -2.863 -0.001
H -0.024 1.820 -2.962 -0.022
H -0.941 2.499 -4.287 0.002
H -1.637 1.190 -3.335 -0.003
H 0.237 3.949 -1.623 -0.001
H -1.120 5.080 -1.494 0.000
H -0.384 4.752 -3.064 0.000
H -4.383 -2.327 1.166 0.001
H -3.665 -4.006 -0.871 0.000
H -1.927 -3.801 -2.737 0.000
H 0.694 -2.996 -1.402 0.012
H 0.521 -4.179 -2.697 0.000
H -0.182 -4.511 -1.111 0.000
H -0.256 -1.260 -3.052 0.011
H -1.918 -1.450 -3.637 0.001
H -0.628 -2.473 -4.265 0.000
O 3.379 0.593 -2.239 0.026
C 2.366 0.815 -1.651 0.020
O 1.207 0.159 -1.855 0.030
C 2.189 1.890 -0.626 -0.009
C 3.101 2.893 -0.391 0.001
C 2.775 3.882 0.525 -0.001
C 1.538 3.826 1.151 0.005
C 0.677 2.782 0.870 0.005
N 1.005 1.811 0.005 -0.102
H 4.034 2.886 -0.939 0.001
H 3.461 4.691 0.732 0.000
H 1.226 4.593 1.846 0.000
H -0.300 2.721 1.325 -0.001
C 0.605 -1.344 3.106 -0.016
N 1.396 -2.295 2.346 0.021
C 1.824 -2.046 1.074 0.006
N 2.876 -2.726 0.617 0.009
O 1.217 -1.252 0.333 0.031
H 0.416 -1.808 4.080 -0.002
H -1.009 -1.983 1.834 -0.024
H 1.719 0.322 2.368 0.029
H 1.903 -2.982 2.882 0.001
H 3.447 -3.310 1.204 0.000
H 3.146 -2.605 -0.347 0.001
```

Summary:
⟨S²⟩: 3.780
HOMO-LUMO gap (alpha / beta): 8.1 / 6.2 eV
charge: +2
multiplicity: 4


Entry 3:
Formula: C26H38Cl3N5S2SiTl
Source: the OMol25 dataset
Level of theory: the ωB97M-V functional and the def2-TZVPD basis

Structure (XYZ):
```
76
Properties=species:S:1:pos:R:3:mulliken_spin:R:1
Tl -0.550 0.560 -2.436 0.008
N 0.145 2.914 -0.853 0.006
C 1.157 3.953 -0.680 0.001
C 2.597 3.463 -0.818 0.000
C 3.073 3.127 -2.228 0.000
N 2.564 1.834 -2.641 0.000
H -0.768 3.358 -0.842 -0.006
H 0.128 2.222 -0.103 -0.003
H 1.078 4.442 0.305 0.000
H 0.957 4.726 -1.427 0.000
H 2.738 2.578 -0.189 0.000
H 3.250 4.238 -0.398 0.000
H 4.175 3.204 -2.248 0.000
H 2.687 3.870 -2.930 0.000
H 2.999 1.053 -2.165 0.000
H 2.654 1.669 -3.634 0.000
Cl 0.306 4.383 -4.570 0.000
Si -1.476 3.405 -3.736 0.002
Cl -2.031 4.991 -2.313 0.001
Cl -2.889 3.938 -5.310 0.000
S -3.661 -1.196 -1.799 -0.009
C -2.709 0.106 -1.552 0.071
S 3.557 -1.592 -3.393 0.000
C 2.553 -2.736 -2.753 0.000
N 1.199 -2.504 -2.633 -0.001
C 0.314 -3.383 -2.130 0.001
C 0.743 -4.597 -1.695 0.001
C 2.132 -4.819 -1.835 0.000
N 2.992 -3.972 -2.329 0.000
H 0.784 -1.616 -2.936 0.002
H -0.715 -3.039 -2.104 -0.002
H 0.072 -5.325 -1.268 0.000
H 2.544 -5.774 -1.514 0.000
C -5.026 2.225 -0.695 -0.013
C -4.258 1.273 0.164 0.329
C -4.809 0.594 1.209 -0.081
C -4.045 -0.269 2.019 0.277
C -4.670 -1.012 3.161 -0.016
C -2.657 -0.398 1.789 0.020
C -1.994 0.238 0.738 0.229
C -2.865 0.974 -0.279 -0.025
N -0.699 0.232 0.380 0.155
C 0.291 -0.508 1.137 -0.116
C 0.050 -2.031 1.152 0.062
C 1.181 -2.767 1.872 0.000
C 2.505 -2.519 1.145 0.002
C 2.792 -1.016 1.121 0.002
C 2.925 -0.513 2.561 -0.001
C 1.602 -0.746 3.297 0.002
C 1.287 -2.246 3.310 0.002
C 0.476 0.007 2.581 0.032
C 1.641 -0.287 0.430 0.034
H -6.058 2.328 -0.351 0.003
H -5.047 1.888 -1.739 0.015
H -4.566 3.220 -0.709 0.012
H -5.862 0.745 1.441 -0.004
H -5.743 -0.813 3.220 -0.002
H -4.230 -0.736 4.130 0.021
H -4.544 -2.098 3.064 0.022
H -2.110 -1.022 2.484 -0.021
H -2.366 1.922 -0.531 0.027
H -0.016 -2.356 0.112 -0.017
H -0.912 -2.267 1.609 -0.003
H 0.968 -3.843 1.888 0.000
H 2.450 -2.904 0.122 -0.001
H 3.322 -3.052 1.648 0.000
H 3.721 -0.830 0.572 0.000
H 3.168 0.555 2.565 -0.001
H 3.742 -1.039 3.069 -0.001
H 1.686 -0.383 4.328 0.001
H 0.345 -2.423 3.840 0.000
H 2.074 -2.791 3.847 -0.001
H 0.713 1.076 2.522 0.000
H -0.454 -0.076 3.143 -0.010
H 1.554 -0.604 -0.614 -0.012
H 1.838 0.787 0.406 0.007
```

Summary:
⟨S²⟩: 0.779
energy above the lowest of the compared OMol25 structures with the same formula, charge and spin: 76.3 kJ/mol
HOMO-LUMO gap (alpha / beta): 3.8 / 5.1 eV
charge: -2
multiplicity: 2


Entry 4:
Formula: C26H38FNO3PRe
Source: the OMol25 dataset
Level of theory: the ωB97M-V functional and the def2-TZVPD basis

Structure (XYZ):
```
71
Properties=species:S:1:pos:R:3:mulliken_spin:R:1
Re -0.407 -0.063 -1.549 1.037
O -2.514 -0.600 -1.592 -0.013
C -3.419 0.258 -0.824 0.024
C -2.698 1.607 -0.789 -0.006
O -3.212 2.644 -0.528 0.003
O -1.366 1.516 -1.056 0.006
C -3.496 -0.214 0.626 -0.020
C -4.417 0.397 1.474 -0.001
C -4.481 0.035 2.808 0.000
C -3.627 -0.938 3.313 0.000
C -2.699 -1.536 2.477 0.005
C -2.626 -1.169 1.138 0.010
C -4.741 0.317 -1.554 0.006
C -4.876 1.145 -2.667 0.000
C -6.048 1.139 -3.402 0.000
C -7.095 0.303 -3.035 0.000
C -6.961 -0.532 -1.938 0.000
C -5.786 -0.528 -1.199 -0.001
H -2.817 -1.517 -1.536 -0.001
H -5.074 1.166 1.090 0.000
H -5.203 0.513 3.457 0.000
H -3.688 -1.228 4.353 0.000
H -2.028 -2.294 2.861 0.000
H -1.885 -1.642 0.506 -0.003
H -4.071 1.808 -2.960 0.000
H -6.149 1.792 -4.258 0.000
H -8.013 0.303 -3.606 0.000
H -7.772 -1.188 -1.650 0.000
H -5.691 -1.186 -0.345 0.000
F -0.308 -1.215 -3.020 0.026
C 3.644 1.808 1.921 -0.001
C 2.296 1.277 1.412 0.008
C 1.506 0.682 2.588 -0.001
C 1.435 2.444 0.888 -0.004
P 2.513 -0.005 0.081 -0.009
N 1.031 -0.123 -0.639 -0.072
C 3.694 0.488 -1.275 0.001
C 3.472 -0.376 -2.536 -0.003
C 3.444 1.950 -1.679 -0.004
C 5.151 0.342 -0.814 -0.001
C 2.866 -1.701 0.760 0.003
C 3.254 -2.636 -0.397 0.000
C 1.587 -2.281 1.396 0.006
C 3.995 -1.700 1.799 -0.001
H 3.448 2.397 2.818 0.000
H 4.128 2.465 1.201 0.000
H 4.345 1.020 2.195 0.000
H 1.257 1.512 3.252 0.000
H 2.071 -0.041 3.170 0.000
H 0.566 0.233 2.265 0.002
H 1.441 3.213 1.663 0.000
H 0.401 2.139 0.735 0.004
H 1.791 2.899 -0.027 0.000
H 2.427 -0.608 -2.734 0.000
H 4.033 -1.306 -2.503 0.000
H 3.837 0.195 -3.390 0.000
H 2.414 2.123 -1.991 0.001
H 4.085 2.158 -2.536 0.000
H 3.710 2.657 -0.896 0.000
H 5.410 -0.685 -0.562 0.000
H 5.399 0.985 0.027 0.000
H 5.786 0.636 -1.652 0.000
H 2.514 -2.639 -1.198 -0.001
H 3.307 -3.648 0.007 0.000
H 4.231 -2.403 -0.814 0.000
H 0.713 -2.164 0.755 -0.001
H 1.366 -1.856 2.370 0.000
H 1.755 -3.350 1.535 0.000
H 4.951 -1.385 1.384 0.000
H 4.116 -2.726 2.154 0.000
H 3.776 -1.083 2.667 0.000
```

Summary:
⟨S²⟩: 0.761
energy above the lowest of the compared OMol25 structures with the same formula, charge and spin: 17.8 kJ/mol
HOMO-LUMO gap (alpha / beta): 8.2 / 8.0 eV
charge: +1
multiplicity: 2


E_tot? In order: -68583.994; -49927.265; -106842.476; -49343.250 eV.